# 1
Entry from OMol25: a molecular structure, C29H79AsF6N11O11 in a non-equilibrium geometry (ωB97M-V/def2-TZVPD).

Structure (XYZ):
```
137
Properties=species:S:1:pos:R:3:mulliken_charge:R:1
As 0.175 0.531 -1.589 2.0619
F -1.545 0.390 -1.315 -0.3058
F -0.148 2.239 -1.970 -0.6339
F 1.872 0.815 -1.891 -0.7631
F 0.335 -1.119 -1.167 -0.1244
F -0.006 0.089 -3.284 -0.5897
F 0.356 1.108 0.067 -0.3446
C -4.223 -3.404 0.236 -1.8688
C -3.066 -2.605 -0.388 2.8120
C -2.406 -3.386 -1.515 -0.7252
O -3.308 -3.572 -2.597 -0.4298
C -2.779 -4.554 -3.473 -0.7499
N -3.713 -1.356 -0.844 -0.6355
H -5.061 -3.588 -0.434 0.3600
H -4.588 -2.838 1.093 0.4841
H -3.889 -4.380 0.606 0.3298
H -2.340 -2.303 0.365 -1.7320
H -2.039 -4.369 -1.190 0.5348
H -1.494 -2.872 -1.844 0.2794
H -2.072 -4.075 -4.158 0.2333
H -3.593 -4.912 -4.107 0.3249
H -2.319 -5.448 -3.047 0.3144
H -2.996 -0.670 -1.077 0.2535
H -4.335 -1.587 -1.607 0.3060
C -0.844 -0.370 2.562 0.0450
C -1.649 -0.554 3.842 0.3702
C -2.953 -1.282 3.507 -0.0603
O -3.585 -1.698 4.711 -0.4209
C -4.965 -1.976 4.508 -0.7250
N -0.865 -1.304 4.828 -0.7633
H -1.300 0.323 1.850 0.2469
H -0.970 -1.267 1.946 -0.7784
H 0.196 -0.097 2.713 0.1073
H -1.824 0.410 4.326 0.4405
H -2.737 -2.136 2.855 -0.2060
H -3.599 -0.603 2.939 0.5565
H -5.422 -2.371 5.411 0.2915
H -5.015 -2.736 3.721 0.2442
H -5.494 -1.075 4.190 0.3275
H -1.470 -1.462 5.631 0.4558
H -0.741 -2.247 4.468 0.0036
C 7.505 4.117 5.517 -0.8096
O 7.066 3.328 4.438 -0.2444
C 7.874 3.458 3.278 -0.6082
C 7.053 3.178 2.022 -0.8130
N 5.950 4.074 1.749 -0.1897
C 4.806 4.094 2.646 -0.9768
C 4.059 2.769 2.785 -0.7531
O 3.788 2.150 1.560 -0.0699
C 3.321 0.824 1.701 -0.8369
H 7.451 5.164 5.190 0.3403
H 8.516 3.934 5.891 0.3028
H 6.789 4.041 6.334 0.2653
H 8.653 2.694 3.389 0.3594
H 8.344 4.446 3.215 0.4074
H 6.626 2.174 2.113 0.2026
H 7.680 3.118 1.130 0.4112
H 6.291 5.019 1.617 0.3021
H 4.062 4.766 2.203 0.5336
H 5.004 4.576 3.606 0.3655
H 3.100 2.997 3.270 0.2938
H 4.584 2.097 3.476 0.5221
H 2.427 0.830 2.339 0.3615
H 4.078 0.189 2.165 0.3528
H 2.898 0.462 0.766 0.0256
C -2.213 -1.187 -5.976 -0.4777
O -3.458 -0.600 -5.685 -0.4004
C -3.398 0.808 -5.678 0.4060
C -4.697 1.463 -5.203 -1.0628
N -4.895 1.421 -3.748 -0.4404
C -3.804 2.026 -2.971 0.3985
C -3.618 3.497 -3.318 -1.1417
O -2.797 3.728 -4.449 -0.4202
C -1.402 3.661 -4.278 -0.1837
H -2.388 -2.220 -6.273 0.2691
H -1.494 -1.134 -5.154 -0.0082
H -1.706 -0.716 -6.828 0.3591
H -3.201 1.132 -6.713 0.3915
H -2.513 1.178 -5.150 -0.2222
H -5.517 0.930 -5.694 0.5017
H -4.839 2.489 -5.536 0.3194
H -5.072 0.484 -3.413 0.3243
H -2.872 1.466 -3.067 -0.1768
H -4.190 1.997 -1.949 0.3608
H -3.215 4.088 -2.488 0.3095
H -4.601 3.931 -3.512 0.4645
H -0.934 3.815 -5.252 0.2598
H -1.140 2.630 -4.034 -0.2628
H -0.959 4.381 -3.587 0.3795
C -2.126 -5.529 5.829 -0.4312
O -1.316 -6.379 5.029 -0.3519
C -1.580 -6.265 3.641 -0.8760
C -1.053 -4.995 2.996 0.9083
N 0.393 -4.845 3.031 -0.4167
C 0.880 -3.541 2.562 0.2661
C 0.783 -3.459 1.066 0.3760
O 1.427 -4.575 0.424 -0.5301
C 1.596 -4.400 -0.974 -0.5506
H -1.855 -5.800 6.848 0.2656
H -3.180 -5.716 5.601 0.2765
H -1.914 -4.462 5.714 0.0760
H -2.644 -6.384 3.418 0.3383
H -0.977 -7.093 3.259 0.3375
H -1.491 -4.107 3.466 -0.4897
H -1.397 -4.985 1.949 -0.1185
H 0.723 -5.468 2.295 0.4342
H 1.922 -3.505 2.889 0.3158
H 0.326 -2.737 3.031 -0.7379
H 1.276 -2.561 0.677 0.4911
H -0.225 -3.428 0.642 -0.4464
H 1.465 -5.303 -1.576 0.2725
H 2.623 -4.075 -1.140 0.2860
H 0.831 -3.737 -1.382 0.0531
C 2.168 2.273 -5.302 0.5822
O 2.614 3.331 -5.743 -0.6965
N 2.838 1.462 -4.405 -0.4996
N 1.005 1.736 -5.748 -0.2807
H 3.691 1.944 -4.111 0.3764
H 2.252 0.906 -3.791 0.1567
H 0.447 2.221 -6.422 0.2330
H 0.684 0.904 -5.293 0.0965
C 4.596 3.417 -2.044 0.5921
O 4.428 3.501 -3.278 -0.7756
N 5.406 4.253 -1.375 -0.3259
N 3.867 2.569 -1.275 0.2342
H 5.947 4.923 -1.887 0.2202
H 5.449 4.202 -0.366 0.2448
H 3.201 2.014 -1.788 0.0459
H 4.124 2.305 -0.330 0.1975
C -2.028 4.058 0.531 0.4577
O -2.842 4.859 1.015 -0.7820
N -2.325 2.741 0.407 0.0362
N -0.857 4.463 -0.001 -0.2114
H -3.238 2.525 0.766 0.1560
H -1.736 2.070 -0.054 -0.3693
H -0.191 3.828 -0.410 0.1322
H -0.575 5.383 0.286 0.2131
```

- Orbital gap: 8.3356 eV
- Total charge: -1

# 2
Entry from OMol25: a molecular structure, C29H80N20O13 in a non-equilibrium geometry (ωB97M-V/def2-TZVPD).

Structure (XYZ):
```
142
Properties=species:S:1:pos:R:3:mulliken_charge:R:1
C 8.763 -10.077 7.860 -1.4534
C 7.624 -10.077 8.927 0.9402
C 6.391 -10.810 8.403 -1.2125
C 6.510 -12.350 8.470 -0.8272
C 6.937 -12.797 9.880 -1.1511
C 8.211 -12.080 10.391 1.8198
N 8.093 -10.627 10.184 0.8019
O 9.168 -9.948 10.824 0.3883
C 8.228 -12.407 11.893 -1.4100
C 9.472 -12.736 9.750 -1.7301
C 7.298 -8.559 9.078 -2.2643
H 9.576 -9.390 8.075 0.4556
H 8.502 -10.026 6.797 0.3816
H 9.150 -11.097 7.729 0.3363
H 5.447 -10.461 8.827 0.4367
H 6.291 -10.487 7.363 0.3841
H 7.306 -12.636 7.779 0.3313
H 5.523 -12.729 8.208 0.4760
H 7.021 -13.883 9.814 0.3784
H 6.097 -12.529 10.525 0.4605
H 9.228 -12.051 12.161 -0.1002
H 7.479 -11.971 12.551 -0.1076
H 8.079 -13.482 11.982 0.7940
H 9.875 -13.623 10.243 0.3076
H 9.253 -13.066 8.734 0.3448
H 10.247 -11.966 9.776 0.3290
H 6.431 -8.447 9.728 0.3289
H 6.951 -8.322 8.069 0.5806
H 8.181 -7.965 9.294 0.3163
H 9.805 -9.814 10.098 -0.0210
C 16.474 -4.367 12.851 -1.9789
C 15.339 -5.421 12.774 1.6033
C 16.055 -6.652 12.237 -1.3189
C 16.657 -7.535 13.375 -1.7049
C 15.652 -7.839 14.474 1.4894
C 15.027 -6.535 15.063 0.6953
N 14.622 -5.621 14.011 1.1986
O 13.862 -4.509 14.404 -0.6369
C 13.739 -6.779 15.935 -0.7584
C 16.096 -5.924 16.021 -1.5569
C 14.332 -4.987 11.666 -1.7414
H 17.346 -4.875 13.276 0.3974
H 16.169 -3.533 13.482 0.3796
H 16.860 -4.052 11.882 0.4470
H 15.383 -7.292 11.661 0.2052
H 16.950 -6.455 11.649 0.5316
H 17.611 -7.290 13.848 0.5369
H 16.917 -8.493 12.912 0.4064
H 16.115 -8.342 15.325 -2.0048
H 14.901 -8.536 14.088 -0.1989
H 13.099 -7.509 15.446 -0.9687
H 14.036 -7.249 16.882 1.2551
H 13.170 -5.913 16.265 0.1583
H 16.914 -5.395 15.537 0.1981
H 15.600 -5.213 16.689 0.4248
H 16.446 -6.647 16.763 0.3542
H 13.973 -3.961 11.734 0.3330
H 13.517 -5.703 11.611 0.2096
H 14.774 -4.974 10.664 0.4285
H 12.930 -4.781 14.386 0.2993
C 15.308 -13.695 13.749 -0.4565
C 15.230 -12.683 12.637 -0.6680
O 14.751 -11.403 13.037 -0.3342
O 16.673 -13.737 14.275 -0.5298
H 15.237 -14.741 13.439 0.4252
H 14.620 -13.447 14.563 0.2684
H 14.618 -13.058 11.811 0.4167
H 16.213 -12.548 12.173 0.3774
H 15.109 -11.203 13.912 -0.0810
H 16.583 -14.364 15.002 0.2998
C 8.016 -13.554 18.899 0.5641
O 8.203 -14.583 18.250 -0.7306
N 7.398 -13.431 20.136 -0.4819
N 8.103 -12.341 18.301 -0.2798
H 7.598 -12.639 20.712 0.2037
H 7.166 -14.348 20.490 0.2505
H 8.446 -12.445 17.356 0.1543
H 7.950 -11.440 18.705 0.2119
C 7.534 -8.910 13.708 -0.2804
O 7.089 -8.121 14.544 -0.7412
N 6.810 -9.525 12.667 0.1122
N 8.711 -9.581 13.844 2.2483
H 6.026 -8.972 12.335 0.3699
H 7.429 -9.720 11.876 -0.3773
H 9.406 -9.303 14.532 -0.0976
H 9.150 -9.976 13.032 -0.9225
C 5.791 -12.905 14.535 0.4602
O 4.558 -12.983 14.431 -0.7282
N 6.397 -11.792 15.025 -0.1507
N 6.578 -13.986 14.295 -0.1610
H 5.776 -11.011 14.882 0.1733
H 7.315 -11.806 15.415 -0.0603
H 7.564 -13.841 14.501 -0.0287
H 6.208 -14.849 13.957 0.2072
C 10.916 -7.760 16.493 0.5255
O 10.351 -8.681 15.886 -0.6556
N 10.229 -6.883 17.269 -0.5707
N 12.223 -7.517 16.274 0.7073
H 10.656 -5.979 17.374 0.1853
H 9.229 -6.978 17.180 0.2937
H 12.687 -6.778 16.774 -0.1253
H 12.819 -8.078 15.690 0.0831
C 12.636 -9.830 10.091 0.6843
O 11.683 -9.147 9.682 -0.7789
N 13.119 -9.733 11.352 0.3148
N 13.103 -10.934 9.435 -0.3444
H 12.723 -8.940 11.884 0.1360
H 13.683 -10.401 11.861 0.1424
H 12.733 -11.046 8.505 0.2435
H 13.802 -11.459 9.916 0.1388
C 16.404 -9.405 15.815 1.2500
O 16.657 -10.311 15.007 -0.6618
N 17.374 -8.584 16.248 -0.1832
N 15.189 -9.241 16.401 -0.5219
H 18.225 -8.514 15.718 0.3246
H 17.221 -7.830 16.894 0.3372
H 14.845 -8.340 16.683 0.2638
H 14.470 -9.837 16.011 0.2199
C 11.282 -6.753 12.924 -0.2967
O 11.256 -5.516 12.907 -0.7993
N 12.427 -7.508 13.030 0.8989
N 10.165 -7.526 12.918 0.3924
H 12.448 -8.326 13.649 0.0929
H 13.270 -6.931 13.148 -0.6787
H 9.293 -7.130 13.223 0.3251
H 10.342 -8.512 13.001 -0.5998
C 11.195 -10.838 14.536 -0.1497
O 11.866 -9.784 14.377 -0.1080
N 10.177 -10.913 15.427 -0.1921
N 11.653 -11.994 14.012 0.0713
H 9.598 -11.731 15.268 -0.3681
H 9.712 -10.092 15.792 0.5523
H 10.942 -12.715 14.092 -0.4004
H 12.558 -11.934 13.581 0.0959
C 9.993 -14.987 14.983 0.6168
O 9.434 -13.896 14.739 -0.1287
N 10.602 -15.724 14.026 -0.4227
N 10.139 -15.469 16.241 -0.4235
H 11.050 -16.560 14.340 0.1703
H 10.700 -15.270 13.133 0.2443
H 9.451 -15.385 16.986 0.2840
H 10.576 -16.369 16.371 0.1845
```

- Orbital gap: 7.9431 eV
- Total charge: 0